A structure of composition C30H79N16O11 at a distorted geometry. Source: the Open Molecules 2025 dataset; level of theory: ωB97M-V/def2-TZVPD.

CARTESIAN COORDINATES (ANGSTROEM)
C 12.83128 12.93607 13.71863
C 12.06814 11.65705 14.23995
O 10.78163 11.55047 13.68894
H 12.43543 13.90270 14.08502
H 12.90160 12.96813 12.66125
H 13.89482 12.93932 14.02718
H 12.00905 11.68769 15.34485
H 12.68264 10.82055 13.96011
C 20.30473 12.06054 7.45714
C 19.95812 12.01356 9.00994
C 20.63409 13.17942 9.67549
C 20.11394 13.55900 11.05549
C 18.64148 13.86127 10.94532
C 17.91442 12.63833 10.38832
N 18.50498 12.33898 9.04012
O 17.80238 11.24436 8.39822
C 17.70737 11.41706 11.48773
C 16.46345 13.03872 10.06404
C 20.40428 10.67683 9.55775
H 19.81101 11.29700 6.88247
H 21.36528 12.02569 7.21594
H 19.89926 13.00275 7.10140
H 21.64809 12.83655 9.65758
H 20.55164 14.10128 9.05503
H 20.56945 14.54075 11.27523
H 20.42755 12.78139 11.83104
H 18.57045 14.65068 10.18304
H 18.09059 14.15587 11.84095
H 16.85169 11.74350 12.08272
H 17.38850 10.47699 11.05512
H 18.59452 11.24746 12.16275
H 15.89227 13.47309 10.90330
H 16.40750 13.65848 9.17391
H 15.85556 12.23462 9.65210
H 20.23510 10.60336 10.65596
H 21.47914 10.54695 9.34052
H 19.83439 9.90218 9.03235
H 17.32533 10.70326 9.04833
C 16.86709 15.03944 18.02389
C 15.92826 13.86764 18.21371
C 15.77924 13.04430 16.98516
C 15.16918 11.66412 17.14059
C 15.84781 10.87922 18.25924
C 16.04245 11.67262 19.55077
N 16.49446 13.06054 19.30863
O 16.77614 13.77328 20.45547
C 14.70313 11.56514 20.43223
C 17.06812 10.93306 20.40292
C 14.50625 14.50196 18.51518
H 16.51917 15.59081 17.17035
H 17.90910 14.73034 17.99634
H 16.86581 15.73490 18.92275
H 15.38532 13.73513 16.19263
H 16.82167 12.85726 16.66773
H 15.38640 11.12932 16.20594
H 14.10687 11.84727 17.22475
H 16.83328 10.58412 17.86560
H 15.37182 9.93146 18.57204
H 13.87822 12.11770 19.99065
H 14.40456 10.46337 20.52872
H 14.87674 11.91904 21.42477
H 16.71694 9.93196 20.75458
H 18.05530 10.80457 19.89946
H 17.26322 11.55365 21.32808
H 13.61277 13.85958 18.50699
H 14.37294 15.28183 17.77479
H 14.54670 15.04721 19.45737
H 15.96728 13.97985 20.94240
C 12.39308 14.04320 9.44448
O 12.77233 15.08130 8.88989
N 11.65779 13.88043 10.56626
N 12.69186 12.85087 8.90582
H 11.42576 14.75508 11.01586
H 11.30070 12.97085 10.87549
H 12.18733 12.01946 9.14716
H 12.73008 12.87355 7.87842
C 9.44477 8.29644 14.93600
O 9.24163 7.43771 15.76850
N 9.35237 8.00651 13.64632
N 9.75859 9.56145 15.25799
H 9.02075 7.12316 13.30846
H 9.64157 8.63990 12.90524
H 10.20311 9.50140 16.16483
H 9.97870 10.31792 14.66341
C 10.49298 10.49486 10.37933
O 10.85767 10.26044 9.23432
N 11.36951 10.92071 11.35900
N 9.22577 10.23903 10.92029
H 12.37517 10.90369 11.19835
H 11.00561 11.26998 12.60352
H 8.83873 10.67568 11.71217
H 8.51367 10.08913 10.21652
C 12.59059 8.26863 17.38998
O 13.46254 8.35782 18.19673
N 12.78586 8.48761 16.07151
N 11.27116 7.86335 17.60023
H 12.22430 8.04706 15.31935
H 13.67788 8.78062 15.71027
H 10.94135 7.47212 18.46571
H 10.67394 7.57124 16.84620
C 7.88172 13.83409 13.06256
O 6.87739 14.56189 12.92830
N 7.72603 12.53618 13.52565
N 9.06753 14.16193 12.60323
H 8.56677 12.13441 13.95781
H 7.05000 12.67703 14.29355
H 9.12164 15.03969 12.10910
H 9.81136 13.61812 13.02500
C 15.65793 8.54089 10.62967
O 16.03362 9.34084 9.76182
N 14.36980 8.61227 11.19206
N 16.39576 7.49504 11.07658
H 13.98087 7.72297 11.46190
H 13.73315 9.24427 10.67012
H 16.07902 6.95074 11.87296
H 17.29386 7.33309 10.62116
C 13.51862 17.93827 11.19091
O 13.67920 18.81229 12.05477
N 14.52524 17.23943 10.64875
N 12.36928 17.47431 10.68459
H 15.41768 17.71063 10.77758
H 14.48434 16.61597 9.88280
H 11.53590 17.97148 10.88462
H 12.34992 16.82478 9.88646
C 9.90093 13.67360 17.03113
C 9.79321 12.23250 17.38745
C 10.98718 11.73942 18.15466
O 8.62656 12.00931 18.19938
H 10.17425 14.33546 17.85204
H 8.93805 14.05698 16.62267
H 10.67886 13.74321 16.25324
H 9.69128 11.80451 16.41909
H 11.86122 11.53431 17.57441
H 10.71823 10.79395 18.60165
H 11.17730 12.43676 19.00077
H 8.46862 11.08550 18.35878

Cartesian forces (eV/Å) of the 2 atoms listed first:
C 0.35 -0.23 1.68
C 0.32 1.98 0.07

Output
* charge: -1
* HOMO: -6.585 eV
* E_LUMO: 1.7 eV

Atomic partial charges in e from the Mulliken method, atoms 1 to 5: number 1, C, carries -0.8554; number 2, C, carries 0.7699; number 3, O, carries 0.4528; number 4, H, carries 0.2838; number 5, H, carries 0.0555

A cluster of 8 separate species, C30H80B3F12N5O10 in total at a distorted geometry. Source: the Open Molecules 2025 dataset; level of theory: ωB97M-V/def2-TZVPD.

CARTESIAN COORDINATES (ANGSTROEM)
C 5.35236 2.29555 2.81513
O 4.20503 2.85555 3.48015
C 4.34602 4.12154 4.25313
C 3.02292 4.38889 4.96248
N 2.87252 3.27265 6.05172
H 3.40908 2.50523 5.67320
H 3.33416 3.43566 6.93513
C 1.36594 2.94018 6.37202
C 0.66234 2.29748 5.21020
O 1.45067 1.47341 4.42955
C 0.77483 1.08521 3.25867
H 6.21184 2.87140 3.15833
H 5.29290 2.35743 1.72851
H 5.48299 1.24815 3.08712
H 4.63307 4.90530 3.55212
H 5.03802 3.95010 5.07766
H 2.12927 4.31379 4.34292
H 3.10251 5.31505 5.53168
H 0.79540 3.75382 6.81986
H 1.60428 2.18472 7.12074
H 0.41441 3.07786 4.49072
H -0.23441 1.82259 5.60822
H 0.16805 1.92411 2.91783
H 0.02556 0.31317 3.43374
H 1.51248 0.85942 2.48861
C -1.38109 2.23341 -4.69768
O -0.81785 1.16620 -3.97118
C -1.64769 0.26321 -3.27303
C -2.87949 -0.39155 -4.00761
N -2.29217 -1.12725 -5.24158
H -1.56219 -0.60896 -5.70913
H -1.92545 -1.98244 -4.84881
C -3.31503 -1.57817 -6.26287
C -3.56111 -0.38760 -7.17309
O -2.31221 0.19141 -7.58087
C -2.54442 1.19723 -8.57364
H -1.83026 2.95038 -4.01044
H -2.00834 1.83367 -5.49446
H -0.67400 2.93931 -5.13336
H -1.88075 0.85966 -2.39097
H -0.99680 -0.54022 -2.92814
H -3.49856 0.29821 -4.58127
H -3.51651 -1.08291 -3.45596
H -4.17098 -1.94798 -5.69834
H -2.86518 -2.38173 -6.84599
H -4.25483 0.35097 -6.77138
H -4.02119 -0.82729 -8.05802
H -1.54564 1.45704 -8.92440
H -3.13161 2.07648 -8.30863
H -2.85691 0.73686 -9.51093
C 4.04459 -1.82551 3.69885
O 4.88222 -1.43292 2.65814
C 4.90281 -2.22126 1.54724
C 3.59459 -2.07570 0.68681
N 3.45262 -0.67101 0.02359
H 2.69210 -0.66682 -0.64102
H 3.19132 0.12185 0.59209
C 4.75694 -0.01748 -0.56768
C 5.23298 -0.82382 -1.81828
O 4.24276 -1.76878 -2.34578
C 4.70925 -2.81611 -3.21222
H 4.32904 -1.48270 4.69367
H 3.87311 -2.88288 3.90049
H 3.06949 -1.33933 3.66882
H 5.17210 -3.26221 1.72614
H 5.70720 -1.99314 0.84795
H 2.69659 -2.09049 1.30446
H 3.37187 -2.66134 -0.20512
H 5.53691 0.04057 0.19151
H 4.43200 0.99984 -0.78579
H 6.00641 -1.50832 -1.46989
H 5.50961 -0.15977 -2.63718
H 5.27716 -3.55968 -2.65304
H 5.38793 -2.27169 -3.86880
H 3.93259 -3.27292 -3.82558
C 1.81481 3.54807 -3.11135
O 0.68672 3.97160 -2.22325
C 1.11117 3.80420 -0.86782
C -0.16896 3.79296 0.07133
N -0.98366 2.49327 -0.27865
H -1.06976 2.39783 -1.28044
H -0.58163 1.63940 0.08103
C -2.41736 2.33156 0.32799
C -3.46950 3.48239 0.15340
O -3.52707 3.63397 -1.27384
C -4.20635 4.80962 -1.71392
H 1.51634 3.54762 -4.15969
H 2.16040 2.52943 -2.93515
H 2.74399 4.09007 -2.93542
H 1.74782 4.64664 -0.59750
H 1.81191 2.98869 -0.68888
H -0.82535 4.64926 -0.08362
H 0.01281 3.75430 1.14537
H -2.26644 2.26117 1.40519
H -2.90701 1.46718 -0.12055
H -3.16973 4.27931 0.83395
H -4.48192 3.17731 0.41805
H -4.09787 5.75563 -1.18346
H -5.28741 4.69077 -1.64115
H -4.06715 4.98066 -2.78138
C -3.62995 -5.84738 3.25355
O -2.56874 -5.10432 2.83604
C -2.64076 -3.73033 3.34570
C -1.64301 -2.87041 2.50415
N -2.32348 -2.51221 1.18653
H -3.25166 -2.29286 1.51889
H -2.02644 -1.63720 0.77883
C -2.21769 -3.50977 0.01210
C -3.26797 -3.09349 -1.03302
O -4.54453 -3.15674 -0.49703
C -5.14940 -4.47576 -0.31732
H -4.57553 -5.38120 2.97669
H -3.71086 -5.96238 4.33444
H -3.68295 -6.76589 2.66906
H -2.25440 -3.74284 4.36485
H -3.66678 -3.39116 3.48833
H -0.70077 -3.31414 2.18258
H -1.30159 -1.90415 2.87548
H -2.51902 -4.49363 0.37174
H -1.17133 -3.68142 -0.24042
H -3.20438 -3.70231 -1.93491
H -2.98711 -2.06532 -1.26125
H -4.67371 -5.04967 -1.11258
H -6.23349 -4.38566 -0.38604
H -4.81894 -4.89482 0.63310
B -3.68758 0.20307 2.71556
F -3.73247 -0.11136 1.35378
F -4.40419 -0.71561 3.37021
F -2.41711 0.28153 3.15622
F -4.24470 1.44956 2.86764
B 0.22208 -0.71639 0.33487
F -1.02757 -0.27469 0.55089
F 0.26533 -1.55816 -0.75368
F 0.99866 0.44130 0.20840
F 0.68755 -1.35735 1.40773
B 2.14110 -4.98771 1.00946
F 1.25651 -6.00198 1.40122
F 1.33853 -3.97161 0.53203
F 3.06589 -4.68086 1.98613
F 2.73817 -5.38178 -0.10695

Cartesian forces (eV/Å) of the 2 atoms listed first:
C 0.06 0.97 1.16
O -0.50 0.57 0.31

Output
* charge: +1
* HOMO (alpha / beta): -4.080 / -11.397 eV
* multiplicity: 2
* E_LUMO (alpha / beta): -2.9 / -2.9 eV

Atomic partial charges in e from the Mulliken method, atoms 1 to 5: number 1, C, carries -0.6642; number 2, O, carries 0.2524; number 3, C, carries -1.9602; number 4, C, carries -0.7834; number 5, N, carries -0.9702